# 1
Computed, not measured: a structure of composition BrFHP at a distorted geometry, with ωB97M-V with the def2-TZVPD basis set.

Values from the calculation:
- net charge = 0
- electronic energy (a.u.) = -3015.80358
- relative energy (zero: lowest compared OMol25 entry of this formula, charge and spin) (kJ/mol) = 153.1
- E_HOMO (Eh) = -0.36382

Each line ends with the Mulliken charge.
Element x y z (Å)
F  -0.74898  1.84100  -0.47070  -0.162
P  -0.78543  0.82475  0.75264  0.394
Br  -3.38425  -0.25529  -0.02516  -0.335
H  -0.51513  -0.17530  -0.08501  0.103

Forces on the atoms, in the same order (eV/Å):
F 0.106 0.373 0.632
P -3.124 0.660 -0.734
Br 2.178 0.983 0.898
H 0.840 -2.016 -0.796

# 2
Computed, not measured: a structure of composition BrH10LiO5 at a distorted geometry, with ωB97M-V with the def2-TZVPD basis set.

Values from the calculation:
- net charge = 0
- electronic energy (a.u.) = -2963.75649
- relative energy (zero: lowest compared OMol25 entry of this formula, charge and spin) (kJ/mol) = 136.3
- E_HOMO (Eh) = -0.37107

Each line ends with the Mulliken charge.
Element x y z (Å)
Li  0.63524  2.73900  -2.22200  0.897
Br  0.11824  0.48400  -0.85600  -0.906
O  -1.60176  -2.08200  1.24100  -0.631
H  -1.34676  -1.80400  2.18200  0.326
H  -0.95876  -1.62100  0.72600  0.233
O  -1.63076  -1.51500  -3.15000  -0.598
H  -1.12176  -1.10700  -2.45400  0.285
H  -2.42176  -1.66200  -2.69500  0.325
O  2.83424  1.78700  0.74300  -0.601
H  3.72724  1.55000  0.43100  0.318
H  2.15324  1.14600  0.30900  0.334
O  -2.66676  2.44000  0.81000  -0.596
H  -2.21476  1.76600  0.35900  0.343
H  -2.00276  2.96700  1.24200  0.298
O  2.53224  -1.52800  1.21400  -0.513
H  1.77524  -1.28600  0.68600  0.243
H  2.19024  -2.27400  1.43400  0.242

Forces on the atoms, in the same order (eV/Å):
Li -0.180 -0.998 0.683
Br 0.132 0.821 -0.466
O 0.055 0.115 2.784
H -0.717 -0.663 -1.983
H 0.653 0.621 -0.840
O 1.418 0.221 -1.031
H 0.809 0.411 0.235
H -2.223 -0.604 0.766
O -1.145 -1.077 -1.246
H -0.799 -0.196 0.159
H 1.921 1.413 1.024
O -1.433 1.338 0.639
H 1.126 -1.535 -0.917
H 0.397 0.152 0.257
O 2.610 6.892 -2.309
H -0.163 1.398 -0.873
H -2.461 -8.308 3.119

# 3
Computed, not measured: a cluster of 2 separate species, BrH2IO2Si in total at a distorted geometry, with ωB97M-V with the def2-TZVPD basis set.

Values from the calculation:
- net charge = 0
- electronic energy (a.u.) = -3312.97407
- SMILES string = O=[Si](O)I.Br
- relative energy (zero: lowest compared OMol25 entry of this formula, charge and spin) (kJ/mol) = 241.0
- E_HOMO (Eh) = -0.37879

Each line ends with the Mulliken charge.
Element x y z (Å)
O  0.77109  -0.39171  0.50331  -0.476
Si  0.64473  0.48917  -0.71058  0.538
O  -0.68919  1.13410  -1.27664  -0.424
I  2.29063  1.17494  -2.40244  -0.004
H  -1.50271  1.19226  -0.64234  0.372
Br  -1.02076  -2.28367  2.73159  -0.300
H  -0.49379  -1.31511  1.79710  0.293

Forces on the atoms, in the same order (eV/Å):
O 0.183 -0.242 0.535
Si 1.154 0.065 -0.994
O -3.133 0.870 1.424
I -0.509 -0.384 0.814
H 2.165 -0.320 -1.718
Br 0.035 0.271 -0.222
H 0.104 -0.260 0.161

# 4
Computed, not measured: a cluster of 2 separate species, BrH2NO in total at a distorted geometry, with ωB97M-V with the def2-TZVPD basis set.

Values from the calculation:
- net charge = 0
- electronic energy (a.u.) = -2704.99429
- relative energy (zero: lowest compared OMol25 entry of this formula, charge and spin) (kJ/mol) = 257.8
- E_HOMO (spin up / spin down) (Eh) = -0.35640 / -0.35645

Each line ends with the Mulliken charge.
Element x y z (Å)
N  -1.06058  0.00590  -0.10900  -0.347
O  0.77134  1.01229  0.42190  -0.349
Br  2.17786  0.18278  0.04254  0.170
H  -0.90884  -0.72645  0.60389  0.277
H  -0.97978  -0.47452  -0.95934  0.249

Forces on the atoms, in the same order (eV/Å):
N 1.280 1.926 3.219
O -4.953 -0.225 -0.357
Br 2.433 -1.482 -0.681
H 0.176 0.483 -0.114
H 1.065 -0.702 -2.068

# 5
Computed, not measured: a cluster of 2 separate species, BrH2O2PS in total at a distorted geometry, with ωB97M-V with the def2-TZVPD basis set.

Values from the calculation:
- net charge = 0
- electronic energy (a.u.) = -3465.26746
- SMILES string = O=P(=S)Br.O
- relative energy (zero: lowest compared OMol25 entry of this formula, charge and spin) (kJ/mol) = 154.6
- E_HOMO (Eh) = -0.37236

Each line ends with the Mulliken charge.
Element x y z (Å)
O  3.73704  0.86297  1.98592  -0.462
P  3.85722  0.80578  0.54283  0.761
S  3.64479  2.15812  -0.85893  -0.230
Br  3.98415  -1.31920  -0.18419  -0.083
O  0.24370  -0.31207  0.15689  -0.570
H  -0.05012  -1.06709  -0.31151  0.300
H  -0.27978  -0.22996  0.87755  0.284

Forces on the atoms, in the same order (eV/Å):
O 0.264 -0.028 0.396
P -0.924 0.422 -2.381
S 0.484 -1.600 1.587
Br 0.087 1.176 0.383
O 3.077 0.745 -2.821
H -0.432 -1.121 -0.698
H -2.555 0.406 3.534

# 6
Computed, not measured: a cluster of 2 separate species, BrH3P2 in total at a distorted geometry, with ωB97M-V with the def2-TZVPD basis set.

Values from the calculation:
- net charge = 0
- electronic energy (a.u.) = -3258.45216
- relative energy (zero: lowest compared OMol25 entry of this formula, charge and spin) (kJ/mol) = 130.6
- E_HOMO (Eh) = -0.34588

Each line ends with the Mulliken charge.
Element x y z (Å)
P  0.10274  -0.80346  0.31159  -0.107
P  0.71902  1.31398  0.52413  0.006
Br  2.84580  0.93398  0.84956  -0.123
H  -0.69918  -0.42745  -0.74438  0.080
H  1.15167  -1.09075  -0.64431  0.096
H  1.02782  1.61513  -1.36711  0.047

Forces on the atoms, in the same order (eV/Å):
P 1.047 -0.305 -0.259
P 0.284 0.725 -3.679
Br 0.771 -0.047 0.467
H -0.893 0.086 -0.489
H -0.421 -0.051 0.608
H -0.789 -0.407 3.353

# 7
Computed, not measured: an isolated molecule of BrH4N2OP at a distorted geometry, with ωB97M-V with the def2-TZVPD basis set.

Values from the calculation:
- net charge = 0
- electronic energy (a.u.) = -3102.56743
- SMILES string = N=[P@](N)(O)Br
- relative energy (zero: lowest compared OMol25 entry of this formula, charge and spin) (kJ/mol) = 26.4
- E_HOMO (Eh) = -0.36236

Each line ends with the Mulliken charge.
Element x y z (Å)
N  0.45910  -1.58988  0.51759  -0.629
P  -0.10155  -0.15372  0.33577  0.787
N  0.36245  0.52311  -1.14166  -0.644
O  0.23412  1.10752  1.23037  -0.429
Br  -2.38207  -0.03921  0.07366  -0.268
H  0.68776  -1.77594  1.46642  0.238
H  -0.40658  0.23614  -1.67391  0.244
H  1.16079  -0.08218  -1.39114  0.322
H  -0.01403  1.77415  0.58291  0.378

Forces on the atoms, in the same order (eV/Å):
N -0.334 1.651 -0.157
P 0.109 -0.926 -0.932
N 0.916 -1.064 0.989
O -0.285 -0.534 1.051
Br 0.655 0.040 0.230
H 0.178 -0.706 0.996
H -1.165 -0.147 -2.069
H -0.284 0.561 -0.308
H 0.209 1.125 0.201

# 8
Computed, not measured: an isolated molecule of BrH9Si5 at a distorted geometry, with ωB97M-V with the def2-TZVPD basis set.

Values from the calculation:
- net charge = 0
- electronic energy (a.u.) = -4026.70754
- relative energy (zero: lowest compared OMol25 entry of this formula, charge and spin) (kJ/mol) = 259.5
- E_HOMO (Eh) = -0.32967

Each line ends with the Mulliken charge.
Element x y z (Å)
Si  -0.77289  -1.24694  0.80018  0.247
Si  1.20575  -1.06554  -0.38553  0.207
Si  -2.58630  -0.42972  -0.26288  0.406
Si  1.67699  1.20715  -0.57050  0.248
Si  2.29507  3.11953  0.65177  0.076
Br  -2.86972  1.80150  -0.04404  -0.251
H  -1.47049  -2.55837  0.91269  -0.122
H  -0.42961  -0.45891  2.06623  -0.064
H  2.28299  -1.98335  0.21046  -0.119
H  1.28293  -1.94677  -1.49897  -0.125
H  -2.76045  -0.95985  -1.57348  -0.133
H  -3.87586  -0.71389  0.41247  -0.137
H  2.46448  0.95309  -1.75975  -0.087
H  0.10275  1.78864  -0.67993  -0.094
H  3.45437  2.49343  1.72129  -0.051

Forces on the atoms, in the same order (eV/Å):
Si 0.540 0.208 0.547
Si 0.925 -1.021 1.756
Si -1.321 1.333 1.096
Si -2.392 0.111 0.477
Si 1.670 -0.462 1.427
Br 0.301 0.122 -0.401
H 0.504 -0.218 0.447
H -0.525 -0.616 -0.427
H -0.365 0.850 0.582
H -0.553 -0.034 -1.760
H 0.118 -0.142 -1.187
H 0.257 -0.576 0.134
H 0.224 0.708 -0.985
H 1.969 -0.807 -0.514
H -1.354 0.544 -1.191

# 9
Computed, not measured: a structure of composition BrHf, with ωB97M-V with the def2-TZVPD basis set.

Values from the calculation:
- net charge = +3
- electronic energy (a.u.) = -2620.20146
- relative energy (zero: lowest compared OMol25 entry of this formula, charge and spin) (kJ/mol) = 517.4
- E_HOMO (Eh) = -0.94177

Each line ends with the Mulliken charge.
Element x y z (Å)
Hf  -0.42948  -0.46194  -1.84821  2.281
Br  0.42948  0.46194  1.84821  0.719

Forces on the atoms, in the same order (eV/Å):
Hf 0.045 0.047 0.190
Br -0.045 -0.047 -0.190

# 10
Computed, not measured: the ion BrINO3S with charge -1 at a distorted geometry, with ωB97M-V with the def2-TZVPD basis set.

Values from the calculation:
- net charge = -1
- electronic energy (a.u.) = -3550.35052
- relative energy (zero: lowest compared OMol25 entry of this formula, charge and spin) (kJ/mol) = 51.8
- E_HOMO (Eh) = -0.17809

Each line ends with the Mulliken charge.
Element x y z (Å)
N  -1.43821  -0.47706  0.63459  -0.471
O  0.57097  -1.61836  0.45946  -0.607
O  0.06396  -0.38143  -1.53574  -0.586
O  0.96026  0.85086  0.49524  -0.349
S  -0.07612  -0.46714  -0.09950  1.036
Br  2.58019  1.10034  -0.11515  0.009
I  -2.66105  0.99279  0.16110  -0.031

Forces on the atoms, in the same order (eV/Å):
N 0.699 0.694 0.035
O 0.909 -0.550 0.306
O -0.763 1.011 0.190
O -2.751 -0.214 0.727
S 2.078 -2.014 -0.158
Br 0.989 -0.140 -0.689
I -1.161 1.213 -0.411

# 11
Computed, not measured: a structure of composition BrIO2S2 at a distorted geometry, with ωB97M-V with the def2-TZVPD basis set.

Values from the calculation:
- net charge = 0
- electronic energy (a.u.) = -3818.42226
- relative energy (zero: lowest compared OMol25 entry of this formula, charge and spin) (kJ/mol) = 257.8
- E_HOMO (Eh) = -0.31755

Each line ends with the Mulliken charge.
Element x y z (Å)
O  0.25123  0.23676  0.80552  -0.215
O  -0.64328  0.48636  -1.43747  -0.415
S  1.19815  0.18110  -0.78260  0.166
S  -1.17211  0.73417  0.30222  0.550
Br  -2.69102  -0.92373  0.56279  0.008
I  3.05703  -0.71467  0.54953  -0.095

Forces on the atoms, in the same order (eV/Å):
O -1.160 0.527 -1.025
O -2.571 1.328 5.797
S 1.267 -0.777 0.144
S 1.633 -1.729 -4.951
Br 0.738 0.558 -0.110
I 0.093 0.094 0.145

# 12
Computed, not measured: an isolated molecule of BrIO2S2 at a distorted geometry, with ωB97M-V with the def2-TZVPD basis set.

Values from the calculation:
- net charge = 0
- electronic energy (a.u.) = -3818.48843
- relative energy (zero: lowest compared OMol25 entry of this formula, charge and spin) (kJ/mol) = 84.1
- E_HOMO (Eh) = -0.35148

Each line ends with the Mulliken charge.
Element x y z (Å)
O  -0.42731  -0.16971  1.96254  -0.349
O  -0.90865  0.75184  -0.31630  -0.232
S  -0.10585  0.95191  1.15492  0.617
S  -0.56132  0.29947  -1.83314  0.034
Br  2.01617  0.68952  0.49176  -0.092
I  -0.01304  -2.52304  -1.45978  0.021

Forces on the atoms, in the same order (eV/Å):
O -0.288 -0.732 0.358
O -0.430 0.081 0.201
S 0.340 0.690 -0.797
S 0.901 -2.532 0.745
Br -0.005 0.034 -0.134
I -0.518 2.459 -0.373